No. 1
{"formula": "C33H53EuN4O2P2", "method": "ωB97M-V/def2-TZVPD", "homo_ev": [-8.06, -8.09], "max_force_ev_per_a": 4.262, "multiplicity": 8, "orbital_gap_ev": [5.47, 5.51], "s2": 15.7604, "lumo_energy_ha": [-0.095, -0.095], "charge": 1, "elements": ["C", "C", "C", "C", "C", "H", "H", "H", "N", "P", "P", "C", "H", "H", "C", "O", "C", "H", "C", "C", "C", "C", "C", "H", "H", "H", "C", "H", "H", "H", "C", "H", "H", "H", "C", "H", "H", "H", "C", "H", "H", "H", "C", "H", "H", "H", "C", "H", "H", "H", "C", "H", "H", "H", "C", "H", "H", "H", "C", "H", "H", "H", "C", "H", "H", "H", "C", "H", "H", "H", "Eu", "N", "C", "C", "C", "C", "C", "H", "C", "H", "C", "H", "H", "H", "C", "N", "C", "N", "O", "H", "H", "H", "H", "H", "H"], "xyz": [[-1.29308, -1.31847, -1.72913], [0.78885, -2.20282, -1.05690], [-1.47018, -2.34156, -2.66141], [0.56751, -3.33521, -1.87902], [-0.53853, -3.38845, -2.70047], [-2.33202, -2.31486, -3.32857], [1.31835, -4.12770, -1.87327], [-0.69108, -4.22598, -3.38216], [-0.19722, -1.23875, -0.95062], [-2.70149, 0.26255, 0.17766], [2.81502, -0.60261, 0.26718], [-2.34336, -0.19907, -1.58406], [-1.96148, 0.70472, -2.09076], [-3.27137, -0.47371, -2.10784], [0.60103, 2.70334, 2.53265], [0.85753, 3.63053, 3.16417], [2.03551, -2.06058, -0.35571], [2.56917, -3.00559, -0.21618], [3.88363, 0.11401, -1.16895], [3.80635, -1.16723, 1.81984], [-3.55275, 1.97305, 0.15217], [-3.80997, -1.16642, 0.75922], [4.07199, 1.62299, -0.91478], [4.58023, 1.82283, 0.03810], [4.69576, 2.04133, -1.72022], [3.11267, 2.15652, -0.91377], [5.23974, -0.59000, -1.24237], [5.87300, -0.37922, -0.37102], [5.12711, -1.67319, -1.37215], [5.78112, -0.21260, -2.12302], [3.13888, -0.10105, -2.49417], [3.70894, 0.37577, -3.30535], [3.03664, -1.16615, -2.72950], [2.14157, 0.35372, -2.48037], [4.61836, 0.03220, 2.35175], [3.97130, 0.89910, 2.55721], [5.09587, -0.25474, 3.30116], [5.41659, 0.34932, 1.66782], [2.82057, -1.61180, 2.91930], [2.18345, -0.78979, 3.27975], [2.17363, -2.43774, 2.59094], [3.40090, -1.96927, 3.78547], [4.71087, -2.34933, 1.47020], [5.45208, -2.11157, 0.70293], [5.26248, -2.64554, 2.37558], [4.12668, -3.21647, 1.14386], [-4.41351, -0.80254, 2.12945], [-4.98494, -1.66599, 2.50507], [-3.63209, -0.57465, 2.87001], [-5.10779, 0.04692, 2.07488], [-2.93018, -2.42529, 0.92527], [-2.53243, -2.78132, -0.03441], [-2.08541, -2.25377, 1.61065], [-3.54534, -3.23451, 1.35048], [-4.91990, -1.47382, -0.25385], [-5.53908, -2.28648, 0.15617], [-5.58365, -0.61941, -0.42817], [-4.51941, -1.82439, -1.21459], [-2.79113, 2.91502, -0.80051], [-2.89524, 2.61307, -1.85087], [-3.21524, 3.92689, -0.70731], [-1.72213, 2.97845, -0.55910], [-3.48708, 2.55347, 1.58272], [-2.45068, 2.71930, 1.91584], [-3.99632, 3.52924, 1.58767], [-3.98523, 1.91084, 2.32182], [-5.01043, 1.84817, -0.29735], [-5.10026, 1.37274, -1.28359], [-5.63283, 1.31179, 0.43233], [-5.43198, 2.86167, -0.38442], [0.14254, 0.31870, 1.00826], [0.51130, 1.87033, -0.85324], [0.62614, 2.16343, -1.99232], [0.70253, 2.81335, -3.25049], [0.50957, 4.20801, -3.27140], [0.98143, 2.12081, -4.45128], [0.61746, 4.90654, -4.47129], [0.28617, 4.73378, -2.33856], [1.09973, 2.83481, -5.64419], [1.10723, 1.03470, -4.43813], [0.92508, 4.22409, -5.65443], [0.46552, 5.98609, -4.48114], [1.33213, 2.30698, -6.57058], [1.02959, 4.77948, -6.58618], [-0.63753, -3.41157, 4.19516], [-1.00712, -2.12278, 4.77198], [-0.87344, -0.94468, 4.14733], [-1.22221, 0.17683, 4.84192], [-0.47227, -0.85201, 2.94131], [-0.32649, -3.28815, 3.15109], [-1.49460, -4.09699, 4.23741], [0.18520, -3.86795, 4.76405], [-1.37227, -2.09288, 5.71740], [-0.96271, 1.07395, 4.45056], [-1.46149, 0.11512, 5.82345]], "mulliken_charge": [-0.309, 1.035, -0.844, -0.933, -0.857, 0.488, 0.519, 0.395, 1.218, 0.706, 0.451, -0.823, 0.281, 0.482, 0.260, -0.221, -1.467, 0.092, 2.074, 2.101, 1.849, 2.169, -1.514, 0.286, 0.509, 0.113, -2.073, 0.323, 0.393, 0.543, -1.271, 0.676, 0.335, -0.406, -1.874, 0.256, 0.510, 0.284, -1.817, 0.181, 0.220, 0.645, -1.822, 0.296, 0.543, 0.328, -1.719, 0.528, 0.126, 0.304, -1.801, 0.309, 0.178, 0.571, -1.855, 0.527, 0.271, 0.340, -1.780, 0.329, 0.630, 0.153, -1.548, 0.163, 0.497, 0.293, -1.964, 0.323, 0.325, 0.540, 0.593, -0.178, 0.268, 0.401, -0.394, -0.113, -0.690, 0.407, -0.799, 0.450, -0.361, 0.393, 0.401, 0.408, -0.679, -0.222, 0.593, -0.413, -0.419, 0.175, 0.305, 0.308, 0.178, 0.131, 0.186]}

---

No. 2
{"formula": "C33H53N2O2P2PbS", "method": "ωB97M-V/def2-TZVPD", "homo_ev": -8.06, "max_force_ev_per_a": 5.997, "multiplicity": 1, "orbital_gap_ev": 5.43, "lumo_energy_ha": -0.097, "charge": 1, "elements": ["C", "C", "C", "C", "C", "H", "H", "H", "N", "P", "P", "C", "H", "H", "C", "O", "C", "H", "C", "C", "C", "C", "C", "H", "H", "H", "C", "H", "H", "H", "C", "H", "H", "H", "C", "H", "H", "H", "C", "H", "H", "H", "C", "H", "H", "H", "C", "H", "H", "H", "C", "H", "H", "H", "C", "H", "H", "H", "C", "H", "H", "H", "C", "H", "H", "H", "C", "H", "H", "H", "Pb", "N", "C", "C", "C", "C", "C", "H", "C", "H", "C", "H", "H", "H", "C", "S", "C", "O", "H", "H", "H", "H", "H", "H"], "xyz": [[0.82256, 0.57700, 2.33873], [0.49821, 2.27877, 0.82397], [1.37326, 1.51452, 3.19664], [1.44696, 3.13685, 1.45680], [1.71709, 2.79253, 2.76764], [1.60463, 1.18375, 4.19134], [1.57276, 4.11819, 0.96812], [2.13398, 3.53953, 3.42796], [0.38054, 0.92507, 1.13240], [0.75108, -2.20728, 1.71522], [-1.33520, 1.84397, -1.31306], [0.74038, -0.83417, 2.85183], [1.56654, -1.00417, 3.53435], [-0.12774, -0.90703, 3.50103], [-1.67499, -3.19253, -2.02676], [-1.99233, -3.96973, -2.82355], [-0.17483, 2.85460, -0.30674], [0.44865, 3.44783, -0.98692], [-1.15999, 1.84159, -3.37583], [-2.59344, 3.06415, -0.64878], [2.60253, -2.55282, 1.47001], [-0.20220, -3.63908, 2.55882], [-0.93582, 0.43085, -3.98599], [-1.77263, -0.25764, -3.78004], [-0.87791, 0.54159, -5.08773], [0.00576, -0.01072, -3.62847], [-2.46901, 2.37243, -3.97581], [-3.31535, 1.70333, -3.75970], [-2.71069, 3.39094, -3.65316], [-2.37429, 2.40228, -5.07277], [0.05088, 2.71729, -3.74309], [0.16586, 2.73194, -4.84247], [-0.07093, 3.75274, -3.39283], [0.98222, 2.29418, -3.32966], [-4.00374, 2.68386, -1.03287], [-4.24617, 1.67499, -0.69212], [-4.69181, 3.36915, -0.53188], [-4.20632, 2.75479, -2.09798], [-2.49646, 2.99140, 0.88605], [-2.48723, 1.94815, 1.23111], [-1.60037, 3.48002, 1.28681], [-3.32931, 3.50181, 1.38811], [-2.16843, 4.43952, -1.18130], [-1.11771, 4.50436, -1.48094], [-2.73058, 4.79766, -2.05319], [-2.24449, 5.19461, -0.38965], [-0.27111, -4.82724, 1.57434], [-0.95196, -5.59278, 1.98763], [-0.66348, -4.52553, 0.58875], [0.71143, -5.30128, 1.42347], [-1.63335, -3.17098, 2.88212], [-1.64861, -2.44231, 3.70475], [-2.15749, -2.72773, 2.02297], [-2.22122, -4.04503, 3.21156], [0.47179, -4.07843, 3.86573], [-0.23147, -4.73174, 4.40719], [1.38511, -4.66407, 3.70110], [0.70345, -3.22820, 4.52379], [3.28025, -1.23991, 1.09703], [4.32009, -1.44062, 0.76697], [2.77265, -0.74010, 0.26522], [3.34176, -0.53770, 1.94622], [2.75340, -3.55606, 0.30920], [2.25255, -3.19714, -0.60325], [3.82697, -3.68624, 0.08202], [2.35260, -4.54746, 0.56835], [3.31116, -3.08861, 2.72020], [3.12903, -2.46742, 3.60606], [3.05160, -4.12855, 2.94717], [4.39678, -3.06378, 2.52935], [-0.77643, -0.96312, -0.31412], [1.46097, -0.92243, -1.81782], [2.51693, -0.39429, -2.07502], [3.49463, 0.54371, -2.55490], [4.43295, 0.18516, -3.57282], [3.51662, 1.89919, -2.11847], [5.51338, 1.05115, -3.84190], [4.38737, -0.80139, -4.07816], [4.56840, 2.76469, -2.44824], [2.71738, 2.31077, -1.49252], [5.60691, 2.34682, -3.29218], [6.35386, 0.69413, -4.45727], [4.58156, 3.77734, -2.02658], [6.46260, 3.02095, -3.47352], [-4.85061, -2.20954, 0.54653], [-4.48671, -0.52123, 0.97837], [-4.89629, -0.49245, 2.72745], [-2.96277, -0.42797, 1.14297], [-5.86964, -2.20309, 0.14810], [-4.79413, -2.82116, 1.44876], [-4.15994, -2.58071, -0.21399], [-4.43900, -1.39456, 3.17735], [-4.42325, 0.41401, 3.14886], [-5.99061, -0.46810, 2.79753]], "mulliken_charge": [-0.149, -0.571, -0.836, -1.083, -1.047, 0.547, 0.470, 0.401, 1.251, 0.436, 0.498, -1.533, 0.679, 0.781, 0.230, -0.243, -0.596, 0.441, 2.051, 1.806, 1.966, 2.091, -1.444, 0.220, 0.500, 0.162, -1.884, 0.318, 0.273, 0.540, -1.721, 0.489, 0.301, 0.248, -1.569, 0.175, 0.506, 0.328, -1.644, -0.065, 0.332, 0.644, -1.532, 0.196, 0.337, 0.404, -1.720, 0.508, 0.166, 0.310, -2.125, 0.374, 0.263, 0.670, -1.763, 0.533, 0.314, 0.263, -1.697, 0.690, -0.166, 0.238, -1.576, 0.171, 0.489, 0.288, -1.703, 0.271, 0.331, 0.499, 1.880, -0.564, 0.238, 0.316, -0.509, 0.004, -0.481, 0.435, -0.757, 0.516, -0.387, 0.356, 0.397, 0.386, -0.906, 0.444, -1.043, -0.590, 0.466, 0.328, 0.146, 0.277, 0.301, 0.415]}